1.
{"formula": "C4H16NO2", "method": "the ωB97M-V functional and the def2-TZVPD basis", "total_charge": 1, "lumo_energy_ev": -2.6, "orbital_gap_ev": 12.56, "relative_energy_kj_mol": 35.9, "elements": ["C", "C", "N", "C", "C", "H", "H", "H", "H", "H", "H", "H", "H", "H", "H", "H", "H", "H", "H", "O", "H", "H", "O"], "coordinates": [[-0.2504, 1.4251, 2.5936], [-0.7763, 1.1156, 1.1946], [-0.4399, -0.3023, 0.7917], [-1.4451, -0.9662, -0.1217], [-1.4179, -2.4741, 0.0942], [-0.5004, 2.4656, 2.7973], [-0.7340, 0.8473, 3.3804], [0.8288, 1.2684, 2.6413], [-0.2739, 1.7749, 0.5011], [-1.8514, 1.2226, 1.1359], [0.4805, -0.3265, 0.3171], [-0.3842, -0.8329, 1.6665], [-2.4117, -0.4778, 0.0001], [-1.0620, -0.8033, -1.1246], [-0.3897, -2.8040, 0.2352], [-1.8437, -3.0064, -0.7607], [-1.9930, -2.8038, 0.9547], [1.4100, 0.7063, -4.1646], [1.9428, 1.9725, -3.5733], [1.5013, 1.1550, -3.3138], [1.8753, 0.2916, -1.2730], [2.9430, -0.4531, -0.3671], [2.0473, -0.1108, -0.4064]], "forces_ev_per_angstrom": [[-0.2, 0.0, -0.3], [0.6, -0.2, 0.5], [-0.9, 0.1, 0.4], [0.6, -0.4, -0.3], [-0.4, -0.1, 0.1], [0.3, 0.0, 0.1], [0.0, -0.2, -0.1], [-0.1, 0.2, 0.1], [-0.2, 0.1, -0.4], [-0.1, 0.1, -0.1], [0.3, -0.1, 0.4], [0.1, -0.1, -0.3], [0.1, -0.2, 0.0], [-0.2, 0.4, -0.2], [0.1, -0.1, -0.2], [0.2, 0.2, 0.0], [0.0, 0.2, 0.2], [-0.1, -0.2, 0.2], [0.0, 0.1, 0.3], [0.1, 0.0, -0.2], [0.5, -0.1, -0.2], [0.1, 0.0, -0.2], [-0.7, 0.2, 0.0]], "lowdin_charge": [-0.061, -0.168, 0.022, -0.163, -0.062, 0.092, 0.085, 0.088, 0.127, 0.120, 0.099, 0.168, 0.127, 0.126, 0.085, 0.093, 0.083, 0.055, 0.054, -0.052, 0.036, 0.077, -0.033]}

2.
{"formula": "C6H8CoO5", "method": "the ωB97M-V functional and the def2-TZVPD basis", "spin_multiplicity": 6, "total_charge": 2, "lumo_energy_ev": [-9.6, -13.1], "orbital_gap_ev": [5.19, 5.76], "relative_energy_kj_mol": 0.0, "s2": 8.7595, "elements": ["Co", "O", "O", "C", "C", "O", "C", "H", "H", "H", "H", "O", "C", "C", "O", "C", "H", "H", "H", "H"], "coordinates": [[-2.6176, -0.0161, -1.2750], [-2.1423, -0.2644, 0.4508], [-1.2924, -0.5747, 2.4089], [-1.1744, 0.2158, 3.6017], [-0.8502, 1.6081, 3.0480], [-1.1289, 1.4677, 1.6488], [-1.4485, 0.2183, 1.3529], [-2.1262, 0.1807, 4.1430], [-0.3733, -0.2081, 4.2141], [0.1994, 1.8943, 3.1707], [-1.5085, 2.3882, 3.4437], [-0.3988, 0.2518, -1.5834], [0.5715, -0.5988, -2.2762], [1.8494, 0.2068, -2.0917], [1.4435, 1.2353, -1.1334], [0.1845, 1.2120, -0.8949], [0.5740, -1.5746, -1.7832], [0.2097, -0.6740, -3.3051], [2.1946, 0.7153, -2.9964], [2.6656, -0.3570, -1.6322]], "forces_ev_per_angstrom": [[-1.9, 0.0, -3.0], [1.8, 1.0, 1.2], [0.2, 0.1, -1.1], [0.5, 0.2, 0.7], [0.5, 0.2, 1.3], [-0.5, -0.4, -2.9], [-1.9, -1.2, 4.8], [0.2, -0.1, -0.2], [-0.2, 0.1, -0.1], [-0.3, 0.0, -0.1], [0.2, -0.1, -0.2], [-1.0, 2.0, 2.0], [0.4, -0.6, -0.6], [0.7, -0.7, -0.8], [-2.1, 2.0, 2.2], [3.5, -3.0, -3.6], [-0.1, 0.2, 0.0], [0.2, 0.0, 0.2], [-0.1, 0.1, 0.3], [-0.1, 0.2, 0.0]], "lowdin_charge": [1.000, -0.089, 0.116, -0.036, -0.033, 0.085, -0.506, 0.157, 0.155, 0.153, 0.159, -0.143, -0.005, 0.016, 0.151, 0.156, 0.163, 0.164, 0.170, 0.168]}

3.
{"formula": "C4H9O", "method": "the ωB97M-V functional and the def2-TZVPD basis", "total_charge": -1, "lumo_energy_ev": 4.5, "orbital_gap_ev": 6.73, "relative_energy_kj_mol": 126.4, "elements": ["C", "O", "H", "H", "H", "C", "C", "C", "H", "H", "H", "H", "H", "H"], "coordinates": [[-0.0626, -2.4735, -1.3680], [0.5427, -1.4257, -0.7013], [0.6575, -2.9851, -2.0636], [-0.4181, -3.2725, -0.6662], [-0.9793, -2.1555, -1.9262], [-0.4667, 0.8902, -0.1001], [0.4466, 1.6677, 0.6667], [0.3064, 1.9782, 2.0094], [0.0530, -0.3714, -0.3499], [-1.4342, 0.6746, 0.4117], [-0.5748, 1.2448, -1.1474], [1.3684, 2.0146, 0.1562], [1.0620, 2.6473, 2.4956], [-0.5010, 1.5663, 2.5832]], "forces_ev_per_angstrom": [[-0.1, 0.3, 0.5], [0.8, -0.8, -0.1], [-0.5, 0.3, 0.2], [0.1, 0.1, -0.2], [0.4, -0.2, -0.1], [-0.6, -0.7, -0.7], [0.1, 0.8, 2.0], [1.7, 0.6, -1.5], [-0.4, 0.1, -0.3], [0.5, 0.4, -0.4], [-0.1, -0.2, 0.6], [-0.6, 0.0, 0.3], [-0.7, -0.9, -0.3], [-0.4, 0.1, 0.2]], "lowdin_charge": [-0.332, -0.332, 0.047, 0.041, 0.051, -0.226, -0.341, -0.117, 0.017, 0.053, 0.047, 0.083, 0.008, 0.000]}

4.
{"formula": "C4H8O3", "method": "the ωB97M-V functional and the def2-TZVPD basis", "smiles": "O=C[C@@H](O)CCO", "total_charge": 0, "lumo_energy_ev": 0.6, "orbital_gap_ev": 10.72, "relative_energy_kj_mol": 192.5, "elements": ["O", "C", "C", "C", "O", "C", "O", "H", "H", "H", "H", "H", "H", "H", "H"], "coordinates": [[0.6706, 0.4816, -2.0976], [0.9140, 1.2525, -0.9338], [0.8806, 0.3947, 0.3458], [-0.4337, -0.3681, 0.4300], [-1.5367, 0.4611, 0.5543], [-0.6972, -1.6253, 1.1880], [-1.8551, -1.9287, 1.4132], [-0.2843, 0.3576, -2.1869], [0.1909, 2.0749, -0.8551], [1.9085, 1.7031, -1.0535], [1.0558, 1.0494, 1.2096], [1.6928, -0.3383, 0.2975], [-0.4491, -1.0347, -0.4754], [0.1394, -2.3403, 1.2024], [-2.1966, -0.1395, 0.9614]], "forces_ev_per_angstrom": [[-0.2, 0.0, -0.1], [0.0, 0.1, 0.2], [0.0, -0.2, 0.1], [0.2, -0.2, 0.0], [-0.2, 0.0, -0.2], [-0.2, -0.3, -0.2], [0.8, 0.0, 0.6], [0.3, 0.1, 0.0], [0.1, -0.2, 0.0], [-0.2, -0.2, 0.1], [-0.2, -0.2, -0.1], [0.0, 0.1, 0.0], [-0.1, 0.7, -0.7], [0.0, -0.2, 0.4], [-0.2, 0.4, -0.2]], "lowdin_charge": [-0.067, -0.256, -0.109, -0.403, 0.007, -0.190, 0.046, 0.089, 0.121, 0.121, 0.127, 0.123, 0.161, 0.140, 0.091]}

5.
{"formula": "C5H9NOS", "method": "the ωB97M-V functional and the def2-TZVPD basis", "total_charge": 0, "lumo_energy_ev": 0.1, "orbital_gap_ev": 9.37, "relative_energy_kj_mol": 511.4, "elements": ["C", "C", "C", "C", "C", "H", "H", "H", "H", "H", "H", "H", "H", "H", "N", "O", "S"], "coordinates": [[-1.0316, 1.4595, -0.8739], [-0.0622, 0.6374, -0.0701], [-0.7054, -0.4975, 0.8770], [1.1568, 0.9060, 0.6535], [1.5200, -1.0548, -0.8944], [-1.6493, 1.9174, -0.1515], [-0.7470, 2.3012, -1.4952], [-1.9663, 1.0239, -1.5103], [-1.2077, -0.0978, 1.6996], [0.1420, -0.9400, 1.3808], [-1.1510, -3.0802, 0.5321], [1.1125, 0.2805, 1.8123], [1.7221, 1.8741, 0.7325], [0.9100, -1.5507, -1.5286], [1.1983, 0.1995, -0.6337], [2.2955, -1.7430, -0.2403], [-1.5367, -1.6355, -0.2898]], "forces_ev_per_angstrom": [[-2.8, 0.1, -1.1], [-2.0, -2.0, -0.1], [1.1, -0.2, -3.2], [2.3, 0.6, 3.4], [2.2, -2.4, 3.7], [-0.7, 0.9, 1.3], [1.1, -0.2, 0.0], [2.8, -0.3, 1.3], [-1.8, 0.9, 0.8], [0.0, -0.9, -0.6], [-1.0, 3.4, -2.0], [1.1, 2.2, -3.7], [-0.7, -1.0, -0.4], [-1.9, -1.1, -3.1], [-0.5, 2.8, 1.5], [0.3, 0.8, -0.5], [0.5, -3.5, 2.8]], "lowdin_charge": [-0.044, -0.518, -0.510, -0.062, -0.372, 0.052, 0.074, 0.128, 0.060, 0.038, 0.052, 0.192, 0.124, 0.068, 0.038, 0.041, 0.640]}

6.
{"formula": "FH2OTb", "method": "the ωB97M-V functional and the def2-TZVPD basis", "spin_multiplicity": 7, "total_charge": 2, "lumo_energy_ev": [-12.5, -12.9], "orbital_gap_ev": [10.58, 10.26], "s2": 12.7083, "elements": ["H", "F", "Tb", "O", "H"], "coordinates": [[0.4627, 0.8147, 0.0685], [-0.7731, 1.5998, 0.1132], [-1.5215, -0.6203, -0.2538], [0.6492, -0.5528, -0.1685], [1.1826, -1.2414, 0.2407]], "forces_ev_per_angstrom": [[-0.9, -0.9, 0.0], [1.0, -4.3, -0.6], [2.6, 2.9, 0.3], [-3.7, 2.0, -0.1], [1.1, 0.2, 0.4]], "lowdin_charge": [0.298, -0.421, 2.382, -0.347, 0.087]}